(1)
Molecular formula: C28H39NO24
Method: DFT, wB97M-V/def2-TZVPD

Calculated values
* HOMO level: -10.72 eV
* 2S+1: 1
* lowest unoccupied orbital energy: 0.43 eV
* SMILES: O=C1OCCO1.O=C1OCCO1.O=C1OCCO1.O=C1OCCO1.O=C1OCCO1.O=C1OCCO1.O=C1OCCO1.O=C1OCCO1.CCCC#N
* relative energy (zero: lowest compared OMol25 entry of this formula, charge and spin): 0.0 kJ/mol

Each line ends with the Löwdin charge.
Geometry (Å):
O  -2.499  -4.963  -2.998  0.152
C  -1.911  -4.151  -3.657  -0.469
O  -1.396  -4.303  -4.929  0.029
C  -1.069  -3.048  -5.556  -0.084
C  -1.559  -1.974  -4.507  -0.112
O  -1.878  -2.769  -3.367  0.004
H  -0.066  -3.105  -5.878  0.105
H  -1.651  -3.000  -6.479  0.122
H  -2.446  -1.410  -4.821  0.129
H  -0.805  -1.191  -4.239  0.102
O  0.223  5.436  -1.766  0.147
C  1.232  5.303  -1.147  -0.593
O  2.454  5.858  -1.341  0.046
C  3.523  5.213  -0.655  -0.110
C  2.749  4.231  0.204  -0.070
O  1.331  4.384  -0.186  0.052
H  4.272  4.794  -1.406  0.155
H  4.033  5.956  -0.098  0.109
H  2.859  4.478  1.266  0.131
H  3.061  3.223  -0.019  0.114
O  1.849  -2.884  6.173  0.124
C  0.829  -2.792  5.523  -0.617
O  0.204  -1.688  5.082  0.043
C  -0.985  -2.044  4.275  -0.049
C  -0.986  -3.588  4.349  -0.056
O  0.221  -3.872  5.108  0.062
H  -1.775  -1.500  4.796  0.139
H  -0.950  -1.711  3.274  0.079
H  -0.831  -3.974  3.310  0.140
H  -1.832  -4.073  4.839  0.130
O  -2.255  -2.176  1.068  0.161
C  -3.203  -2.444  0.411  -0.529
O  -4.001  -1.500  -0.147  0.054
C  -4.866  -2.065  -1.108  -0.106
C  -4.950  -3.504  -0.589  -0.108
O  -3.741  -3.659  0.135  0.064
H  -5.858  -1.605  -1.037  0.136
H  -4.494  -1.917  -2.121  0.129
H  -4.936  -4.243  -1.373  0.123
H  -5.798  -3.708  0.074  0.134
O  3.907  1.782  -2.352  0.152
C  2.998  2.064  -3.063  -0.597
O  2.839  1.392  -4.205  0.073
C  1.594  1.854  -4.806  -0.080
C  1.129  2.974  -3.919  -0.106
O  2.088  3.032  -2.874  0.065
H  1.869  2.154  -5.812  0.125
H  0.988  0.917  -4.890  0.136
H  0.151  2.765  -3.522  0.088
H  1.115  3.998  -4.359  0.155
O  -5.470  1.660  -2.540  0.169
C  -4.475  2.287  -2.530  -0.589
O  -4.148  3.199  -1.628  0.083
C  -2.926  3.880  -1.940  -0.108
C  -2.494  3.218  -3.183  -0.141
O  -3.559  2.360  -3.537  0.073
H  -3.100  4.938  -1.988  0.128
H  -2.203  3.802  -1.125  0.121
H  -1.618  2.622  -2.979  0.078
H  -2.319  3.892  -3.962  0.122
O  -0.520  1.047  3.264  0.155
C  0.372  1.039  4.046  -0.527
O  1.594  0.503  3.678  0.013
C  2.558  0.666  4.782  -0.070
C  1.654  1.377  5.862  -0.137
O  0.412  1.592  5.293  0.075
H  2.956  -0.292  5.099  0.096
H  3.422  1.279  4.453  0.125
H  2.129  2.335  6.051  0.121
H  1.650  0.810  6.800  0.135
O  -0.793  0.299  -2.746  0.095
C  -0.869  0.346  -1.526  -0.531
O  -1.495  1.318  -0.869  0.072
C  -1.223  1.073  0.550  -0.051
C  -0.190  -0.078  0.564  -0.121
O  -0.366  -0.617  -0.733  0.081
H  -0.949  1.967  1.037  0.107
H  -2.169  0.748  0.959  0.128
H  -0.272  -0.832  1.268  0.065
H  0.805  0.298  0.613  0.124
C  2.508  -2.354  1.321  -0.077
C  2.993  -3.362  2.336  -0.237
C  4.511  -3.309  2.510  -0.186
C  4.940  -2.125  3.226  -0.227
N  5.318  -1.197  3.794  0.156
H  2.684  -2.837  0.326  0.104
H  3.069  -1.424  1.454  0.085
H  1.508  -2.103  1.338  0.019
H  2.703  -4.393  2.159  0.114
H  2.580  -3.112  3.311  0.093
H  5.073  -3.313  1.551  0.137
H  4.941  -4.150  2.979  0.103

Forces on atoms 1 to 6 (eV/Å):
O 1.4623 0.8075 -0.6621
C -1.1666 2.1250 -1.4110
O -0.2817 -0.5542 1.2930
C -2.1905 0.1249 0.5450
C 1.3220 -0.0220 -0.5173
O -0.0834 -1.4927 0.4327



(2)
Molecular formula: C8H16N3OP
Method: DFT, wB97M-V/def2-TZVPD

Calculated values
* HOMO level: -8.27 eV
* 2S+1: 1
* lowest unoccupied orbital energy: 0.69 eV
* relative energy (zero: lowest compared OMol25 entry of this formula, charge and spin): 211.1 kJ/mol

Each line ends with the natural charge from an NBO analysis.
Geometry (Å):
C  2.595  -1.268  -0.802  -0.121
C  3.059  0.027  -1.145  -0.080
C  3.699  -0.408  0.876  0.152
C  -0.785  -0.894  1.939  -0.635
C  -3.017  -0.946  -0.646  -0.631
C  -0.460  1.106  -2.437  -1.163
C  -1.051  0.566  1.735  -0.200
C  -2.704  0.439  -0.035  -0.220
N  3.010  -1.441  0.500  -0.486
N  3.660  0.546  -0.050  -0.496
N  -1.365  0.846  0.315  -0.800
O  0.834  1.772  -0.144  -1.079
P  -0.386  1.375  -0.828  2.092
H  1.976  -2.112  -1.301  0.226
H  2.963  0.598  -1.994  0.207
H  0.000  -1.259  1.316  0.233
H  -0.479  -1.072  3.047  0.216
H  -1.559  -1.631  1.896  0.210
H  -3.092  -0.877  -1.756  0.211
H  -2.148  -1.619  -0.488  0.221
H  -3.888  -1.407  -0.293  0.216
H  -1.312  1.027  -3.035  0.241
H  4.241  -0.244  1.808  0.189
H  0.242  1.740  -2.981  0.262
H  -1.833  1.016  2.433  0.194
H  -0.184  1.096  1.978  0.235
H  -3.004  1.201  -0.706  0.196
H  -3.308  0.521  0.817  0.199
H  4.297  1.302  -0.019  0.410

Forces on atoms 1 to 6 (eV/Å):
C 0.2850 1.2008 0.2213
C -1.2918 -2.5289 0.4044
C -0.3828 -0.2650 1.0996
C 0.6210 -0.7899 3.2970
C 2.8915 0.3488 -1.7197
C 0.2440 0.9077 -0.0030



(3)
Molecular formula: C11H26O4P
Method: DFT, wB97M-V/def2-TZVPD

Calculated values
* HOMO level: -3.46 eV
* 2S+1: 1
* lowest unoccupied orbital energy: 2.41 eV
* charge: -1
* relative energy (zero: lowest compared OMol25 entry of this formula, charge and spin): 322.0 kJ/mol

Each line ends with the natural charge from an NBO analysis.
Geometry (Å):
C  0.699  2.324  -6.302  -0.642
C  -0.195  2.466  -4.951  -0.733
P  0.624  1.364  -3.576  0.690
C  -1.082  0.738  -2.945  -0.771
C  -0.868  0.243  -1.411  -0.103
O  -0.977  -1.210  -1.285  -0.580
C  0.150  -1.880  -1.801  0.658
O  1.302  -1.836  -1.321  -0.570
H  1.258  3.304  -6.529  0.185
H  0.069  2.023  -7.206  0.182
H  1.488  1.499  -6.140  0.212
H  -0.243  3.570  -4.639  0.184
H  -1.288  2.151  -5.133  0.179
H  0.555  2.423  -2.583  -0.212
H  1.362  0.471  -2.681  -0.171
H  0.612  0.278  -4.544  -0.231
H  1.902  1.881  -4.024  -0.178
H  -1.905  1.544  -2.964  0.199
H  -1.430  -0.120  -3.619  0.197
H  0.071  0.687  -0.938  0.205
H  -1.750  0.673  -0.806  0.176
H  0.009  -2.578  -2.704  0.129
C  -0.402  -2.266  1.374  -0.728
C  -0.802  -2.690  2.761  0.595
O  -1.865  -2.343  3.248  -0.566
C  0.162  -3.559  3.527  -0.723
H  -1.188  -1.646  0.944  0.260
H  0.521  -1.683  1.415  0.246
H  -0.265  -3.146  0.742  0.231
H  1.109  -3.033  3.663  0.227
H  0.324  -4.496  2.990  0.230
H  -0.257  -3.787  4.509  0.224
C  -0.746  0.603  4.478  -0.715
C  0.406  1.395  5.037  0.588
O  0.757  2.444  4.534  -0.541
C  1.109  0.834  6.247  -0.719
H  -1.156  1.124  3.611  0.244
H  -0.401  -0.383  4.163  0.233
H  -1.530  0.507  5.232  0.227
H  1.536  -0.142  6.009  0.226
H  0.406  0.747  7.078  0.224
H  1.917  1.508  6.540  0.231

Forces on atoms 1 to 6 (eV/Å):
C -0.2349 0.0837 0.4026
C -0.3363 0.6941 -1.4142
P -0.3677 0.2754 -0.6288
C -0.7195 -0.6028 1.5242
C -1.7983 2.1664 -0.4626
O 2.3015 -0.7630 -1.4518



(4)
Molecular formula: C9H10N6
Method: DFT, wB97M-V/def2-TZVPD

Calculated values
* HOMO level: -17.56 eV
* 2S+1: 1
* lowest unoccupied orbital energy: -9.74 eV
* charge: +2

Each line ends with the natural charge from an NBO analysis.
Geometry (Å):
C  1.529  1.517  1.685  -0.347
C  2.285  0.601  2.366  0.023
C  -0.915  -3.080  -0.527  -0.009
C  -0.748  -1.772  -0.219  -0.057
C  0.877  -2.908  0.691  0.270
C  0.679  0.776  0.861  0.474
C  -1.073  2.587  -2.573  0.023
C  -0.208  1.716  -1.812  0.103
C  -1.864  2.454  -0.528  -0.160
N  1.911  -0.614  1.915  -0.194
N  -2.044  2.967  -1.778  -0.223
N  0.105  -3.768  0.033  -0.423
N  0.899  -0.535  1.040  -0.083
N  0.389  -1.664  0.505  -0.110
N  -0.680  1.672  -0.621  -0.269
H  1.223  2.608  1.999  0.301
H  2.986  0.791  3.116  0.274
H  -1.671  -3.534  -1.132  0.284
H  -1.125  -0.788  -0.513  0.257
H  1.798  -3.206  1.063  0.276
H  -0.957  2.666  -3.661  0.267
H  0.620  1.090  -2.196  0.260
H  -1.594  3.235  0.193  0.295
H  -2.665  1.952  -0.053  0.285
H  0.244  -4.765  0.148  0.483

Forces on atoms 1 to 6 (eV/Å):
C -3.6103 4.1949 -0.3362
C -2.1453 -1.8740 -2.3741
C -1.1648 0.2779 -0.7504
C -0.5977 1.7671 -0.9667
C -0.0466 0.3549 -0.7648
C -1.0610 1.9982 -1.2258



(5)
Molecular formula: C6H8N2
Method: DFT, wB97M-V/def2-TZVPD

Calculated values
* HOMO level: -9.13 eV
* 2S+1: 1
* lowest unoccupied orbital energy: -0.39 eV
* relative energy (zero: lowest compared OMol25 entry of this formula, charge and spin): 881.0 kJ/mol

Each line ends with the natural charge from an NBO analysis.
Geometry (Å):
C  0.295  2.547  0.584  -0.619
C  0.041  1.159  0.253  0.147
C  -0.499  -1.856  0.793  -0.283
C  0.817  -1.857  -0.112  -0.348
C  -0.531  0.780  -1.011  -0.091
C  -0.840  0.059  -2.049  -0.187
H  0.622  2.867  1.455  0.241
H  -0.588  3.102  0.400  0.222
H  0.752  3.001  -0.315  0.227
H  -1.291  -1.253  0.391  0.191
H  -0.975  -2.706  1.497  0.205
H  1.320  -3.068  -0.409  0.226
H  0.621  -1.370  -1.174  0.223
H  -0.831  -0.747  -2.964  0.299
N  0.492  0.459  1.314  -0.203
N  0.594  -1.117  1.345  -0.250

Forces on atoms 1 to 6 (eV/Å):
C -2.1575 1.2188 -6.3133
C 1.6181 -2.2539 4.2460
C -0.1469 -1.3567 0.2562
C -2.3349 -2.8520 -0.5825
C -1.5128 -5.1386 -6.0773
C 2.0702 2.1021 3.3989



(6)
Molecular formula: C15H20FNO7S
Method: DFT, wB97M-V/def2-TZVPD

Calculated values
* HOMO level: -8.62 eV
* 2S+1: 1
* lowest unoccupied orbital energy: 0.25 eV
* SMILES: COC(=O)c1cc(NC(=O)[C@H](CCS(C)(=O)=O)OC)c(F)cc1OC
* relative energy (zero: lowest compared OMol25 entry of this formula, charge and spin): 0.0 kJ/mol

Each line ends with the natural charge from an NBO analysis.
Geometry (Å):
C  -4.747  -1.798  2.972  -0.259
O  -3.821  -0.884  2.377  -0.510
C  -4.288  -0.235  1.294  0.779
O  -5.407  -0.375  0.880  -0.572
C  -3.234  0.633  0.691  -0.235
C  -1.898  0.290  0.873  -0.167
C  -0.877  1.021  0.282  0.097
N  0.498  0.746  0.410  -0.626
C  1.065  -0.440  0.785  0.660
O  0.448  -1.390  1.209  -0.590
C  2.587  -0.480  0.577  0.027
C  2.870  -1.103  -0.787  -0.422
C  4.364  -1.149  -1.065  -0.674
S  4.789  -1.966  -2.587  2.193
C  4.126  -0.921  -3.858  -0.893
O  6.223  -1.933  -2.703  -0.945
O  4.084  -3.220  -2.638  -0.946
O  3.226  -1.263  1.540  -0.520
C  3.107  -0.751  2.855  -0.254
C  -1.252  2.123  -0.469  0.397
F  -0.270  2.859  -1.040  -0.332
C  -2.557  2.514  -0.657  -0.396
C  -3.574  1.759  -0.076  0.432
O  -4.875  2.083  -0.189  -0.478
C  -5.215  3.219  -0.961  -0.256
H  -4.220  -2.243  3.810  0.196
H  -5.636  -1.270  3.312  0.194
H  -5.041  -2.561  2.254  0.195
H  -1.652  -0.572  1.469  0.273
H  1.113  1.461  0.058  0.409
H  2.981  0.550  0.610  0.159
H  2.460  -2.113  -0.794  0.256
H  2.347  -0.522  -1.551  0.208
H  4.821  -0.157  -1.100  0.231
H  4.883  -1.734  -0.305  0.272
H  4.418  -1.388  -4.797  0.263
H  3.042  -0.887  -3.784  0.240
H  4.568  0.070  -3.782  0.240
H  3.694  -1.398  3.500  0.203
H  3.504  0.270  2.912  0.163
H  2.067  -0.758  3.189  0.185
H  -2.751  3.395  -1.249  0.242
H  -6.298  3.282  -0.930  0.210
H  -4.786  4.131  -0.536  0.176
H  -4.887  3.107  -1.997  0.179

Forces on atoms 1 to 6 (eV/Å):
C 0.0067 0.0125 -0.0151
O 0.0077 0.0009 0.0044
C -0.0158 -0.0036 0.0193
O 0.0065 0.0001 -0.0118
C 0.0118 0.0108 -0.0120
C -0.0034 -0.0253 -0.0213



(7)
Molecular formula: CH3NO2S
Method: DFT, wB97M-V/def2-TZVPD

Calculated values
* expectation value of S²: 2.0137
* HOMO level (alpha / beta): -6.54 / -10.37 eV
* 2S+1: 3
* lowest unoccupied orbital energy (alpha / beta): 0.26 / -3.44 eV
* relative energy (zero: lowest compared OMol25 entry of this formula, charge and spin): 298.9 kJ/mol

Each line ends with the natural charge from an NBO analysis.
Geometry (Å):
C  0.753  -0.776  0.273  0.421
N  1.446  -0.778  -0.746  -0.693
O  -0.164  0.216  0.624  -0.735
O  -1.598  2.286  0.829  -0.687
S  -0.932  1.614  -0.265  1.103
H  0.588  -1.460  1.005  0.149
H  -1.977  0.517  -0.657  0.074
H  1.884  -1.618  -1.064  0.368

Forces on atoms 1 to 6 (eV/Å):
C -1.7975 2.6391 -0.9821
N -0.0251 1.1002 -1.5572
O 0.9595 -1.2349 0.3798
O -1.0386 1.0325 1.6221
S 0.3905 -0.7952 -2.6436
H 0.1093 -2.6700 2.0626



(8)
Molecular formula: H26O13
Method: DFT, wB97M-V/def2-TZVPD

Calculated values
* HOMO level: -10.80 eV
* 2S+1: 1
* lowest unoccupied orbital energy: -0.39 eV
* relative energy (zero: lowest compared OMol25 entry of this formula, charge and spin): 313.1 kJ/mol

Each line ends with the natural charge from an NBO analysis.
Geometry (Å):
O  1.708  1.248  -2.483  -0.947
H  2.236  0.493  -2.744  0.481
H  1.232  1.494  -3.276  0.466
O  -1.991  1.371  5.076  -0.943
H  -1.785  0.816  4.323  0.472
H  -1.588  2.214  4.869  0.471
O  -3.490  2.684  -2.816  -0.941
H  -4.049  3.460  -2.779  0.474
H  -2.760  2.941  -3.378  0.467
O  -2.491  -3.351  3.976  -0.931
H  -2.426  -4.204  3.547  0.462
H  -1.707  -2.880  3.695  0.469
O  -0.588  4.867  2.624  -0.941
H  0.123  4.852  1.982  0.474
H  -0.576  5.757  2.974  0.468
O  1.602  5.497  -1.282  -0.937
H  1.562  4.636  -1.696  0.470
H  1.689  6.111  -2.011  0.467
O  -4.789  -0.976  -1.836  -0.941
H  -5.664  -0.788  -2.174  0.467
H  -4.305  -0.158  -1.952  0.474
O  3.195  -2.658  -2.452  -0.947
H  3.075  -3.534  -2.818  0.472
H  3.131  -2.783  -1.505  0.475
O  -0.780  -0.021  1.216  -0.939
H  -0.542  -0.713  0.598  0.467
H  -0.805  0.776  0.685  0.472
O  4.173  1.793  0.977  -0.934
H  5.046  1.680  0.601  0.465
H  3.577  1.702  0.234  0.468
O  0.811  -4.697  0.790  -0.945
H  1.178  -5.563  0.967  0.472
H  -0.077  -4.872  0.478  0.473
O  -1.247  -2.830  -5.251  -0.933
H  -1.249  -2.444  -4.375  0.468
H  -0.812  -2.178  -5.800  0.465
O  3.477  -3.094  3.586  -0.936
H  2.781  -3.343  2.977  0.469
H  3.125  -3.303  4.451  0.467

Forces on atoms 1 to 6 (eV/Å):
O -0.0630 0.2159 0.2488
H 0.2021 -0.3211 -0.0320
H -0.1152 0.0581 -0.1870
O -0.1319 -0.0635 0.2642
H 0.0387 -0.1650 -0.2451
H 0.1102 0.2474 -0.0843